Here is a structure of composition C3H2AlO3 from the Open Molecules 2025 dataset. Energies are from ωB97M-V/def2-TZVPD.

Last column: Mulliken charge in e.
Cartesian coordinates (Å):
H 0.8468 -1.4600 1.2803  0.3301
O 1.5097 -1.0115 -0.6321  -0.2631
C 0.4695 -1.1616 0.2791  -0.2532
C -0.3164 0.1359 0.4107  0.5952
C -1.6442 0.2531 0.0370  0.3057
O 0.4596 1.2504 0.5216  -0.2653
O -2.5281 0.3976 -0.7325  -0.1560
Al 1.7328 0.6961 -0.5087  0.3864
H -0.3916 -1.8801 0.0781  0.3203

## Properties
- orbital gap (alpha / beta) (eV) = 8.75 / 5.47
- lowest unoccupied orbital energy (alpha / beta) (eV) = -6.6 / -8.0
- total energy (Eh) = -583.31796
- total charge = +1
- HOMO level (alpha / beta) (eV) = -15.4 / -13.5
- ΔE to the lowest compared entry with this formula, charge and spin (kcal/mol) = 34.3
- strongest force on any atom (Eh/bohr) = 0.09488

***

Here is an isolated molecule of C7H11Br from the Open Molecules 2025 dataset. Energies are from ωB97M-V/def2-TZVPD.

Last column: Mulliken charge in e.
Cartesian coordinates (Å):
C 0.4297 -1.4796 0.7345  -1.5587
C 0.3725 -0.1873 -0.0864  1.9610
C 1.6447 0.6435 0.1122  -1.6378
C 0.4254 -0.6834 -1.5493  -1.3657
C -0.7998 0.5614 0.2878  0.0231
C -2.1422 0.6338 0.1647  -0.4522
Br -3.7341 0.0229 -0.4479  -0.1074
C -1.5095 1.7452 0.9648  -0.6925
H 1.2460 -2.3083 0.7442  0.2886
H 0.5181 -1.0497 1.6437  0.5137
H -0.4431 -2.0951 0.5326  0.3817
H 2.3289 -0.1156 -0.2206  0.4214
H 1.9097 0.9979 1.0314  0.4149
H 1.6172 1.4949 -0.7189  0.3040
H 0.4304 0.1115 -2.3963  0.3408
H -0.5333 -1.2407 -1.7554  0.3431
H 1.3009 -1.4163 -1.7521  0.3423
H -1.4125 1.6255 2.0392  0.1766
H -1.6487 2.7393 0.6717  0.3031

## Properties
- orbital gap (eV) = 9.38
- lowest unoccupied orbital energy (eV) = 0.8
- total energy (Eh) = -2847.18280
- HOMO level (eV) = -8.6
- ΔE to the lowest compared entry with this formula, charge and spin (kcal/mol) = 57.0
- SMILES string = CC(C)(C)C1=C(Br)C1
- strongest force on any atom (Eh/bohr) = 0.10783

***

Here is a structure of composition C19H20AuBN8OS4 from the Open Molecules 2025 dataset. Energies are from ωB97M-V/def2-TZVPD.

Last column: Mulliken spin population.
Cartesian coordinates (Å):
Au 1.5642 0.1063 -0.8167  0.0104
C 0.8832 3.4466 -2.2909  0.0091
C -0.2210 2.7631 -1.5579  -0.0050
C -1.5797 3.0792 -1.5258  -0.0031
C -2.1458 2.1543 -0.6696  -0.0001
N -1.1786 1.3493 -0.2126  -0.0019
N 0.0040 1.7127 -0.7636  0.0102
B -1.2747 0.1061 0.7062  -0.0010
N -1.2778 -1.1595 -0.1738  -0.0062
C -2.1889 -2.1123 -0.4186  -0.0006
C -1.6455 -3.0119 -1.3120  -0.0009
C -0.3609 -2.5391 -1.5797  -0.0035
C 0.6858 -3.1333 -2.4625  0.0016
N -0.1551 -1.4157 -0.8912  0.0360
N 0.0076 0.0581 1.6248  0.0011
C 0.0012 -0.0513 2.9549  0.0012
C 1.3032 -0.1613 3.4069  0.0007
C 2.0975 -0.1127 2.2700  -0.0021
C 3.5811 -0.1787 2.1727  0.0069
N 1.2985 0.0151 1.2000  0.0020
N -2.4762 0.2256 1.5971  0.0008
C -2.8913 1.3328 2.2707  0.0000
C -3.7599 0.9315 3.2493  -0.0001
C -3.8046 -0.4730 3.1346  0.0000
C -4.6007 -1.4428 3.9500  0.0000
N -3.0241 -0.8948 2.1568  0.0001
H 0.8637 4.5179 -2.0914  0.0003
H 1.8528 3.0651 -1.9721  0.0003
H 0.7886 3.3141 -3.3691  -0.0021
H -2.0773 3.8830 -2.0388  0.0000
H -3.1666 2.0245 -0.3524  -0.0003
H -3.1374 -2.0979 0.0871  -0.0003
H -2.1067 -3.9022 -1.7011  -0.0002
H 0.6854 -4.2187 -2.3690  0.0003
H 0.5071 -2.8971 -3.5125  -0.0002
H 1.6776 -2.7757 -2.1871  0.0014
H -0.9316 -0.0526 3.4942  0.0000
H 1.6373 -0.2583 4.4241  0.0001
H 4.0095 -0.2133 3.1720  0.0007
H 3.9081 -1.0740 1.6435  -0.0009
H 3.9891 0.7004 1.6736  -0.0003
H -2.5352 2.3168 2.0152  0.0001
H -4.2902 1.5557 3.9473  0.0000
H -5.1058 -0.9355 4.7696  0.0000
H -5.3586 -1.9311 3.3381  0.0000
H -3.9570 -2.2155 4.3685  0.0000
O 6.1983 0.1143 -5.8005  0.0517
C 5.4005 0.0930 -4.9273  0.0048
S 5.8111 -0.2556 -3.2211  0.0340
C 4.2016 -0.0551 -2.6155  0.1382
C 3.1908 0.1808 -3.5455  0.1828
S 1.5495 0.1865 -3.1028  0.2254
S 3.6536 0.4092 -5.1919  0.0480
S 3.8999 -0.0728 -0.9542  0.2607

## Properties
- orbital gap (alpha / beta) (eV) = 6.24 / 5.82
- expectation value of S² = 0.758
- lowest unoccupied orbital energy (alpha / beta) (eV) = -5.2 / -5.9
- multiplicity = 2
- total energy (Eh) = -3002.48927
- total charge = +1
- HOMO level (alpha / beta) (eV) = -11.5 / -11.7
- ΔE to the lowest compared entry with this formula, charge and spin (kcal/mol) = 0.0
- strongest force on any atom (Eh/bohr) = 0.00799

***

Here is a cluster of 5 separate species, C30H32N2O11Si in total from the Open Molecules 2025 dataset. Energies are from ωB97M-V/def2-TZVPD.

Last column: Mulliken charge in e.
Cartesian coordinates (Å):
C -0.7149 0.8640 -0.8982  -1.0185
C -0.0459 -0.4904 -1.2834  -0.2806
C 0.1637 -0.6934 -2.8071  -0.6776
C 0.3415 -2.2242 -3.0880  -0.4928
O -0.7409 -2.7846 -3.8303  -0.3918
Si -2.0298 -3.3111 -2.8726  0.1817
N -3.4998 -2.6234 -3.5917  -0.1448
C -4.4608 -2.3122 -2.4885  0.5285
C -4.3532 -0.8527 -1.9637  -1.1542
O -2.1410 -5.0542 -2.8889  -0.1833
N -1.9721 -5.5592 -1.6151  0.2556
O -0.8469 -5.5516 -1.2736  -0.2956
H -1.6199 0.6501 -0.3180  0.0933
H -0.0550 1.4360 -0.2336  0.3044
H -0.9872 1.4944 -1.7494  0.3887
H -0.6661 -1.2888 -0.8609  0.1105
H 0.9248 -0.5749 -0.7793  0.4343
H 1.1009 -0.2015 -3.0957  0.3827
H -0.6333 -0.2522 -3.4136  0.3959
H 0.5660 -2.7583 -2.1556  0.3454
H 1.2305 -2.3186 -3.7256  0.3299
H -1.9362 -2.9393 -1.4636  -0.1160
H -3.1845 -1.7287 -3.9546  0.2598
H -5.4632 -2.5326 -2.8655  -0.4204
H -4.2610 -2.9832 -1.6359  0.3042
H -3.6563 -0.2236 -2.5283  0.2894
H -5.3441 -0.3887 -2.0775  0.3939
H -4.1457 -0.8118 -0.8891  0.2265
O 0.8219 4.2772 4.7086  -0.5861
C -0.0052 3.6682 4.0592  0.4786
C -1.0120 4.3792 3.2407  -0.4244
C -1.9185 3.7111 2.5299  -0.4639
C -1.9550 2.2310 2.5290  0.3884
O -2.7794 1.6233 1.8800  -0.5716
C -0.9471 1.5204 3.3482  -0.3530
C -0.0406 2.1887 4.0587  -0.2096
H -0.9685 5.4607 3.2536  0.4232
H -2.6633 4.2119 1.9249  0.4221
H -0.9895 0.4388 3.3349  0.4410
H 0.7051 1.6877 4.6631  0.4455
O -7.5243 -2.7388 -3.4912  -0.5791
C -7.5751 -3.5497 -4.3951  0.5787
C -8.7950 -4.3522 -4.6361  -0.4218
C -8.8497 -5.2424 -5.6248  -0.3843
C -7.6934 -5.4649 -6.5232  0.3472
O -7.7460 -6.2747 -7.4241  -0.5441
C -6.4732 -4.6627 -6.2807  -0.5008
C -6.4176 -3.7718 -5.2922  -0.2016
H -9.6294 -4.1751 -3.9696  0.4145
H -9.7318 -5.8395 -5.8178  0.3991
H -5.6383 -4.8409 -6.9460  0.4368
H -5.5319 -3.1770 -5.0984  0.4105
O 5.3487 7.1552 6.6202  -0.5433
C 5.2357 6.3071 5.7612  0.3037
C 3.9865 5.5281 5.6080  -0.3864
C 3.8664 4.5960 4.6650  -0.3642
C 4.9752 4.3034 3.7317  0.4796
O 4.8638 3.4522 2.8675  -0.6421
C 6.2256 5.0801 3.8828  -0.2951
C 6.3465 6.0122 4.8260  -0.4176
H 3.1853 5.7569 6.2989  0.4546
H 2.9639 4.0181 4.5394  0.5185
H 7.0257 4.8497 3.1903  0.4436
H 7.2514 6.5923 4.9536  0.4119
O 6.7999 0.1218 4.9877  -0.5591
C 7.1407 0.1067 3.8225  0.2890
C 6.5614 1.0522 2.8417  -0.1917
C 6.9356 1.0331 1.5639  -0.3895
C 7.9450 0.0687 1.0723  0.3409
O 8.2874 0.0527 -0.0919  -0.5451
C 8.5242 -0.8772 2.0541  -0.3998
C 8.1511 -0.8591 3.3324  -0.3771
H 5.8219 1.7561 3.2151  0.5831
H 6.5230 1.7163 0.8321  0.4713
H 9.2602 -1.5752 1.6757  0.4086
H 8.5630 -1.5413 4.0654  0.4117

## Properties
- orbital gap (eV) = 7.83
- lowest unoccupied orbital energy (eV) = -1.9
- total energy (Eh) = -2388.84151
- HOMO level (eV) = -9.8
- SMILES string = CCCCO[Si@@H](NCC)ON=O.O=C1C=CC(=O)C=C1.O=C1C=CC(=O)C=C1.O=C1C=CC(=O)C=C1.O=C1C=CC(=O)C=C1
- strongest force on any atom (Eh/bohr) = 0.04711

***

Here is a cluster of 8 separate species, C35H69F7N10O11S5 in total from the Open Molecules 2025 dataset. Energies are from ωB97M-V/def2-TZVPD.

Last column: Mulliken spin population.
Cartesian coordinates (Å):
C -1.3063 -0.8094 0.6647  0.0094
F -0.3103 -1.6096 0.6599  0.0005
F -2.2760 -1.0785 -0.2293  -0.0003
F -1.9538 -1.0272 1.7868  -0.0003
S -0.6727 1.0015 0.5618  0.1127
O -1.7324 1.9220 0.1944  -0.0195
O -0.1687 1.2279 1.9473  -0.0058
O 0.3865 0.9799 -0.4328  -0.0730
C -8.2279 1.4317 6.3040  0.0000
C -7.9143 2.8236 5.5699  0.0000
N -6.9432 2.6765 4.4862  0.0000
C -6.8881 3.3980 3.2880  -0.0003
C -5.9464 2.7877 2.4542  0.0003
N -5.3865 1.7085 3.1581  -0.0003
C -6.1288 1.5533 4.2968  0.0000
C -4.2992 0.7778 2.6151  0.0013
H -8.3585 0.6678 5.5375  0.0000
H -9.0612 1.6043 6.9852  0.0000
H -7.3680 0.9889 6.8066  0.0000
H -7.5930 3.5773 6.2888  0.0000
H -8.8555 3.2104 5.1794  0.0000
H -7.7051 4.0995 3.2051  0.0000
H -5.4838 3.0346 1.5100  0.0001
H -5.9660 0.8279 5.0801  0.0000
H -3.2998 1.0705 2.9370  -0.0002
H -4.4908 0.6807 1.5465  0.0000
H -4.5550 -0.2250 2.9572  0.0000
C 0.0313 5.9259 1.5537  0.0136
C 0.7313 4.5201 1.6139  -0.0100
N 1.7652 4.4921 0.6009  0.1485
C 1.5895 4.1208 -0.7265  -0.0913
C 2.8270 4.2697 -1.4168  0.0735
N 3.7719 4.6382 -0.4305  0.1768
C 3.1059 4.5550 0.8098  0.6525
C 5.2268 4.7474 -0.6816  -0.0507
H -0.7953 5.8507 2.2602  -0.0050
H -0.5160 5.9409 0.6112  0.0027
H 0.8126 6.6642 1.7344  0.0101
H 0.0217 3.7297 1.3694  -0.0630
H 1.1147 4.3848 2.6253  0.0263
H 0.6979 3.7580 -1.2165  0.0011
H 3.0890 3.8908 -2.3937  -0.0084
H 3.5372 4.7755 1.7751  -0.0446
H 5.8206 3.8336 -0.6560  0.0412
H 5.6332 5.5547 -0.0723  0.0031
H 5.3473 4.9987 -1.7354  0.0051
C -0.5790 -4.4178 4.1160  0.0000
C 0.2348 -3.3537 3.3254  0.0001
N 0.9795 -2.4120 4.2762  0.0011
C 1.7481 -2.8135 5.3493  0.0031
C 2.3508 -1.6431 5.8635  -0.0029
N 2.1157 -0.5725 5.0178  -0.0043
C 1.2115 -1.0620 4.0764  0.0035
C 2.4681 0.7773 5.2310  -0.0347
H -1.0115 -3.8821 4.9611  0.0000
H 0.2541 -5.0222 4.4748  0.0000
H -1.2691 -5.0493 3.5565  0.0000
H -0.3044 -2.7897 2.5643  -0.0002
H 0.9102 -3.8785 2.6498  0.0001
H 1.9561 -3.8308 5.6462  0.0001
H 3.0514 -1.5381 6.6788  -0.0005
H 0.9156 -0.4516 3.2360  -0.0022
H 2.5796 1.1564 4.2152  0.0511
H 3.3941 0.8297 5.8037  -0.0023
H 1.7048 1.2387 5.8575  0.0007
C -4.3995 -0.0558 -4.0996  0.0000
C -2.9443 -0.5472 -3.7881  0.0001
C -1.6713 0.3751 -3.8708  0.0004
N -0.3403 -0.3765 -4.0571  0.0001
C 0.7758 0.7302 -4.0300  -0.0198
C -0.0436 -1.3773 -2.8912  0.0010
C 0.6399 -2.5130 -3.6422  -0.0008
C 0.0154 -2.6150 -5.0397  0.0001
C -0.1589 -1.1459 -5.4190  -0.0003
H -5.1079 -0.7329 -3.6222  0.0000
H -4.6683 0.0505 -5.1506  0.0000
H -4.7048 0.9115 -3.7005  0.0000
H -2.8641 -1.4509 -4.3922  0.0000
H -3.0009 -0.9348 -2.7709  0.0000
H -1.5273 1.2087 -3.1834  0.0001
H -1.7242 0.9474 -4.7970  -0.0001
H 0.7171 1.3224 -4.9432  -0.0001
H 1.6744 0.1221 -3.9263  0.0051
H 0.7497 1.3163 -3.1113  0.0203
H 0.4550 -0.8607 -2.0710  0.0015
H -1.0481 -1.6716 -2.5871  0.0003
H 1.7066 -2.3326 -3.7752  0.0001
H 0.3373 -3.4445 -3.1637  0.0000
H 0.7278 -2.9338 -5.8005  0.0000
H -0.8459 -3.2821 -5.0764  0.0000
H 0.8098 -0.9741 -5.8883  -0.0001
H -0.9038 -0.8421 -6.1545  0.0001
C 5.4973 -1.8404 -4.9976  -0.0002
C 5.7286 -1.9396 -3.4456  0.0036
C 4.9989 -0.8007 -2.6784  0.0154
N 5.3334 -0.6237 -1.1395  -0.0901
C 6.8217 -0.8966 -0.8265  0.0039
C 4.4630 -1.6369 -0.2341  0.0261
C 3.1683 -0.8515 0.0467  -0.0142
C 3.4766 0.6425 -0.3774  -0.1428
C 4.9051 0.7387 -0.5991  0.0536
H 4.4222 -1.6697 -5.0542  0.0000
H 5.7542 -2.8337 -5.3657  0.0000
H 5.9533 -0.9685 -5.4664  0.0001
H 6.7900 -1.8264 -3.2249  0.0002
H 5.3869 -2.9492 -3.2172  -0.0001
H 3.9270 -0.9036 -2.8474  -0.0055
H 5.3911 0.1282 -3.0924  0.0031
H 6.9987 -0.6485 0.2200  0.0041
H 7.3516 -0.2404 -1.5170  -0.0002
H 7.1663 -1.9205 -0.9714  0.0015
H 4.9155 -1.6654 0.7571  0.0053
H 4.4224 -2.6246 -0.6933  0.0047
H 2.8472 -0.8679 1.0882  -0.0105
H 2.2497 -1.1873 -0.4345  -0.0004
H 3.2670 1.3675 0.4091  0.1626
H 2.9467 0.7857 -1.3191  0.0590
H 5.5118 1.0788 0.2402  0.0031
H 4.9467 1.4033 -1.4621  -0.0116
N -5.8854 0.7193 -1.0541  0.0000
S -6.3256 -0.5592 -0.5332  0.0000
O -6.6413 -1.6466 -1.4997  0.0000
O -7.0923 -0.5824 0.7285  0.0000
F -4.9460 -1.1876 0.0117  0.0000
S -7.4120 1.0057 -1.8606  0.0000
O -8.5693 1.0918 -1.0216  0.0000
O -7.6049 0.4804 -3.1784  0.0000
F -7.1326 2.5666 -2.1688  0.0000
N 2.9094 -5.8829 -0.6856  0.0000
S 2.9445 -5.3829 -2.1250  0.0003
O 3.0515 -3.9107 -2.2804  0.0011
O 2.1259 -6.2201 -3.0261  0.0000
F 4.4874 -5.9493 -2.3198  0.0000
S 1.5411 -5.0329 -0.2433  0.0003
O 0.2987 -5.1885 -0.9949  0.0000
O 1.7371 -3.7254 0.4729  0.0007
F 1.1999 -5.9749 1.0497  0.0000

## Properties
- orbital gap (alpha / beta) (eV) = 3.79 / 7.80
- expectation value of S² = 0.758
- lowest unoccupied orbital energy (alpha / beta) (eV) = -2.3 / -2.3
- multiplicity = 2
- total energy (Eh) = -5439.60168
- total charge = +1
- HOMO level (alpha / beta) (eV) = -6.1 / -10.1
- strongest force on any atom (Eh/bohr) = 0.25258

***

Here is an isolated molecule of C4H9NO from the Open Molecules 2025 dataset. Energies are from ωB97M-V/def2-TZVPD.

Last column: Mulliken charge in e.
Cartesian coordinates (Å):
C -0.3513 0.8468 1.4632  -1.4747
C -0.0133 0.4082 0.0433  0.5415
C 1.4874 0.2393 -0.1761  -1.2858
N -0.7336 -0.8241 -0.2652  -0.1431
C -1.0344 -1.1731 -1.5396  -0.0549
O -0.7749 -0.5064 -2.5236  -0.5540
H 0.1152 1.8090 1.6874  0.3813
H 0.0213 0.1194 2.1944  0.3655
H -1.4322 0.9508 1.6002  0.3682
H -0.3787 1.1601 -0.6644  0.2424
H 1.6805 -0.0817 -1.2035  0.3512
H 1.8945 -0.5109 0.5112  0.3060
H 2.0148 1.1845 -0.0072  0.3418
H -0.9293 -1.4803 0.4773  0.2578
H -1.5661 -2.1416 -1.5975  0.3568

## Properties
- orbital gap (eV) = 10.68
- lowest unoccupied orbital energy (eV) = 0.9
- total energy (Eh) = -287.82020
- HOMO level (eV) = -9.8
- ΔE to the lowest compared entry with this formula, charge and spin (kcal/mol) = 7.7
- SMILES string = CC(C)NC=O
- strongest force on any atom (Eh/bohr) = 0.00741

***

Among the records above, which one has the lowest total energy?
C35H69F7N10O11S5

***

The highest strongest force on any atom belongs to which entry?
C35H69F7N10O11S5

***

Among the records above, which one has the highest strongest force on any atom?
C35H69F7N10O11S5